C4H6O2 | the ωB97M-V functional and the def2-TZVPD basis

CARTESIAN COORDINATES (ANGSTROEM)
1 O -0.277 -1.647 -1.710
2 O -2.171 0.784 0.747
3 C -0.966 0.879 0.795
4 C 1.379 -0.007 0.106
5 C -0.748 -1.000 -0.808
6 C -0.082 0.264 -0.269
7 H 1.867 0.875 0.531
8 H 1.926 -0.302 -0.790
9 H -1.680 -1.303 -0.293
10 H -0.098 1.005 -1.084
11 H -0.475 1.454 1.608
12 H 1.468 -0.825 0.825

- total charge = 0
- energy above the lowest of the compared OMol25 structures with the same formula, charge and spin (eV) = 1.123
- E_HOMO (Eh) = -0.3621